DFT (wB97M-V/def2-TZVPD) results for CH5N3OS as an isolated structure in a non-equilibrium geometry.

The geometry in XYZ format:
```
11
CH5N3OS | the OMol25 dataset | wB97M-V/def2-TZVPD
C 1.38624 0.16469 -0.06231
N 2.41181 -0.59237 0.16624
N -2.37334 0.72483 0.25626
N -1.83838 -0.30089 -0.52197
O 1.23420 1.13843 -0.67731
S -0.44323 -1.20436 -0.09551
H 3.40495 -0.37301 0.02322
H 2.11864 -1.42073 0.55872
H -2.62077 0.20234 1.13311
H -1.74222 1.47417 0.61889
H -1.53789 0.18690 -1.39933
```

**Energy relative to the best compared isomer or geometry (same formula, charge and spin)**: 39.3 kcal/mol
**Orbital gap**: 8.866 eV
**Spin multiplicity**: 1

Results of the Löwdin charge analysis, in e, for atoms 1 through 4: -0.632, 0.134, -0.102, -0.564

DFT (wB97M-V/def2-TZVPD) results for CH5N3OS2 as an isolated structure in a non-equilibrium geometry.

The geometry in XYZ format:
```
12
CH5N3OS2 | the OMol25 dataset | wB97M-V/def2-TZVPD
C -0.11430 0.29908 0.14335
H 2.90021 -0.59882 1.00166
H 0.30640 -1.51152 0.73892
H 1.00166 1.95725 -0.81846
H -1.29101 1.97066 -0.81977
H -3.37832 -1.01970 0.29988
N 0.77299 -0.65998 0.32745
N 0.36456 1.70232 0.06355
N -1.34206 0.30565 0.05306
O -0.70348 2.46754 0.05909
S 2.37230 -0.64309 -0.18266
S -1.85941 -1.34245 -0.12006
```

**Energy relative to the best compared isomer or geometry (same formula, charge and spin)**: 56.3 kcal/mol
**Orbital gap**: 8.974 eV
**Spin multiplicity**: 1

Results of the Löwdin charge analysis, in e, for atoms 1 through 4: -0.707, -0.159, 0.068, 0.162

DFT (wB97M-V/def2-TZVPD) results for the molecule CH5N4P in a non-equilibrium geometry.

The geometry in XYZ format:
```
11
CH5N4P | the OMol25 dataset | wB97M-V/def2-TZVPD
C -0.29137 0.16639 0.54820
N 0.75643 -0.30915 1.49476
N 1.82301 -0.19871 0.89862
N 0.36896 0.72789 -0.61141
N 1.77112 0.45849 -0.22773
P -1.46399 -1.24187 -0.07795
H -0.97768 0.87755 1.19380
H 0.04721 0.46898 -1.58161
H 2.25063 0.02250 -0.99967
H -1.75078 -0.40401 -1.25781
H -2.53355 -0.56807 0.62080
```

**Energy relative to the best compared isomer or geometry (same formula, charge and spin)**: 46.0 kcal/mol
**Orbital gap**: 9.060 eV
**Spin multiplicity**: 1

Results of the Löwdin charge analysis, in e, for atoms 1 through 4: -0.666, -0.011, -0.076, -0.068